[1]
{"formula": "C2H2N3P", "method": "ωB97M-V/def2-TZVPD", "species": ["P", "N", "N", "N", "C", "C", "H", "H"], "positions_angstrom": [[0.700, -0.612, -0.317], [-1.936, 0.449, -2.255], [-1.123, -1.818, 1.574], [1.246, 0.718, 0.490], [-1.034, 0.013, -1.729], [-0.566, -1.259, 0.744], [1.674, 1.493, 0.039], [1.041, 1.016, 1.454]], "nbo_charge": [1.12, -0.42, -0.22, -1.17, -0.04, -0.13, 0.43, 0.43], "e_tot_ha": -582.960401, "e_above_lowest_kj_mol": 148.8, "orbital_gap_ev": 9.614, "lumo_energy_ev": -1.02, "molar_mass_g_mol": 99.03}

[2]
{"formula": "C2H2N3S2", "method": "ωB97M-V/def2-TZVPD", "species": ["S", "S", "N", "N", "N", "C", "C", "H", "H"], "positions_angstrom": [[0.677, -1.827, 1.091], [-1.311, -1.060, 1.300], [0.638, 1.768, 0.053], [1.256, 1.148, 0.729], [0.944, -1.536, -0.349], [-1.295, 0.963, -0.725], [-1.542, -0.008, -0.018], [-1.274, 1.792, -1.440], [1.907, -1.240, -0.641]], "nbo_charge": [1.02, 0.37, 0.03, -0.02, -0.79, 0.00, -0.34, 0.29, 0.44], "e_tot_ha": -1037.631321, "total_charge": 1, "e_above_lowest_kj_mol": 114.6, "orbital_gap_ev": [6.670, 6.690], "lumo_energy_ev": [-7.76, -7.74], "molar_mass_g_mol": 132.19}

[3]
{"formula": "C2H2N4", "method": "ωB97M-V/def2-TZVPD", "species": ["N", "N", "N", "N", "C", "C", "H", "H"], "positions_angstrom": [[1.166, 1.132, -0.275], [0.053, -1.011, 0.068], [0.003, 1.560, -0.259], [-1.180, 0.945, -0.016], [-1.075, -0.353, -0.233], [1.180, -0.449, 0.237], [1.783, -0.902, 1.062], [-1.929, -0.922, -0.584]], "nbo_charge": [-0.15, -0.43, 0.03, -0.29, 0.23, 0.20, 0.22, 0.20], "e_tot_ha": -296.301278, "e_above_lowest_kj_mol": 324.5, "orbital_gap_ev": 8.926, "lumo_energy_ev": -0.58, "molar_mass_g_mol": 82.07}

[4]
{"formula": "C2H2N4", "method": "ωB97M-V/def2-TZVPD", "species": ["N", "N", "N", "N", "C", "C", "H", "H"], "positions_angstrom": [[-1.123, 0.955, -0.242], [1.159, 0.955, -0.028], [0.000, -1.085, 0.107], [0.031, 1.591, -0.255], [-1.070, -0.378, -0.227], [1.069, -0.336, 0.315], [1.909, -0.791, 0.839], [-1.974, -0.912, -0.510]], "nbo_charge": [-0.25, -0.25, -0.42, 0.04, 0.24, 0.25, 0.20, 0.20], "e_tot_ha": -296.359456, "e_above_lowest_kj_mol": 171.8, "orbital_gap_ev": 9.656, "lumo_energy_ev": -0.50, "molar_mass_g_mol": 82.07}

[5]
{"formula": "C2H2N4O", "method": "ωB97M-V/def2-TZVPD", "species": ["O", "N", "N", "N", "N", "C", "C", "H", "H"], "positions_angstrom": [[2.296, -0.422, 0.239], [-0.833, 1.197, -0.086], [-1.474, -0.991, 0.061], [0.160, 0.274, -0.302], [-0.191, -0.919, -0.260], [-1.785, 0.257, 0.290], [1.561, 0.460, -0.020], [-2.657, 0.620, 0.454], [1.992, 1.540, 0.116]], "nbo_charge": [-0.45, -0.26, -0.25, -0.08, 0.01, 0.14, 0.54, 0.19, 0.16], "e_tot_ha": -371.574698, "e_above_lowest_kj_mol": 119.9, "orbital_gap_ev": 10.816, "lumo_energy_ev": -0.49, "molar_mass_g_mol": 98.06}

[6]
{"formula": "C2H2N4O2", "method": "ωB97M-V/def2-TZVPD", "species": ["O", "O", "N", "N", "N", "N", "C", "C", "H", "H"], "positions_angstrom": [[2.353, -0.808, -0.355], [0.950, 1.045, 0.172], [-0.157, 1.848, -0.168], [0.117, -1.082, 0.429], [-1.225, 1.134, 0.022], [-2.137, -1.163, -0.314], [1.203, -0.340, 0.065], [-1.108, -0.372, 0.227], [-0.042, -2.012, 0.366], [-3.139, -0.769, -0.439]], "nbo_charge": [-0.55, -0.43, 0.25, -0.62, -0.19, -0.64, 0.87, 0.47, 0.44, 0.39], "e_tot_ha": -446.753949, "e_above_lowest_kj_mol": 574.4, "orbital_gap_ev": 9.064, "lumo_energy_ev": -1.56, "molar_mass_g_mol": 114.06}

[7]
{"formula": "C2H2N4O2", "method": "ωB97M-V/def2-TZVPD", "species": ["O", "O", "N", "N", "N", "N", "C", "C", "H", "H"], "positions_angstrom": [[1.942, -1.283, -0.214], [-2.142, -0.458, 0.235], [1.981, 1.092, 0.201], [-0.657, 1.037, -0.325], [-1.870, 0.862, -0.215], [-1.051, -1.105, 0.263], [1.509, -0.220, -0.005], [-0.071, -0.227, -0.168], [2.879, 1.502, 0.220], [1.279, 1.898, 1.191]], "nbo_charge": [-0.51, -0.12, -0.84, -0.20, 0.10, -0.02, 0.66, 0.10, 0.41, 0.41], "e_tot_ha": -446.719481, "e_above_lowest_kj_mol": 664.9, "orbital_gap_ev": 10.195, "lumo_energy_ev": -0.60, "molar_mass_g_mol": 114.06}

[8]
{"formula": "C2H2N4O2", "method": "ωB97M-V/def2-TZVPD", "species": ["O", "O", "N", "N", "N", "N", "C", "C", "H", "H"], "positions_angstrom": [[0.322, -1.422, -0.269], [-1.662, -1.431, 0.572], [1.628, 0.463, 0.416], [1.517, -0.603, -0.317], [0.573, 1.214, 0.492], [-1.735, 1.173, -0.389], [-0.664, 0.524, 0.048], [-0.744, -0.847, 0.028], [2.194, -1.267, -0.160], [-1.428, 2.197, -0.421]], "nbo_charge": [-0.31, -0.51, 0.06, -0.13, -0.21, -0.48, 0.19, 0.66, 0.39, 0.34], "e_tot_ha": -446.743257, "e_above_lowest_kj_mol": 602.5, "orbital_gap_ev": 9.253, "lumo_energy_ev": -1.26, "molar_mass_g_mol": 114.06}

[9]
{"formula": "C2H2N4O2P", "method": "ωB97M-V/def2-TZVPD", "species": ["P", "O", "O", "N", "N", "N", "N", "C", "C", "H", "H"], "positions_angstrom": [[-1.114, -0.213, 1.050], [-1.432, 1.156, 1.449], [-0.850, -1.363, 1.920], [1.004, 0.342, -0.093], [2.958, -0.264, 1.304], [-1.720, -0.505, -0.497], [1.003, 1.245, -2.346], [1.001, 0.891, -1.253], [2.085, 0.024, 0.607], [-1.246, 0.193, -1.104], [-1.687, -1.507, -1.036]], "nbo_charge": [2.41, -1.07, -1.06, -0.79, -0.48, -1.22, -0.51, 0.44, 0.46, 0.42, 0.41], "e_tot_ha": -788.406845, "total_charge": -1, "e_above_lowest_kj_mol": 21.2, "orbital_gap_ev": 8.986, "lumo_energy_ev": 3.57, "molar_mass_g_mol": 145.04}

[10]
{"formula": "C2H2N4O6", "method": "ωB97M-V/def2-TZVPD", "species": ["O", "O", "O", "O", "O", "O", "N", "N", "N", "N", "C", "C", "H", "H"], "positions_angstrom": [[-0.225, 2.247, -0.059], [1.081, -1.986, -1.267], [1.916, -0.882, 1.081], [1.953, 1.301, 0.868], [-1.500, -1.767, 0.183], [-0.728, 1.188, -1.830], [0.497, -0.940, -1.189], [-0.132, 1.316, -0.750], [1.558, 0.182, 0.647], [-1.602, -0.187, 1.915], [0.528, 0.105, -0.325], [-1.523, -0.870, 0.942], [-0.246, -0.531, -2.024], [-1.578, 0.823, 1.806]], "nbo_charge": [-0.28, -0.24, -0.33, -0.35, -0.52, -0.43, 0.09, 0.53, 0.51, -0.73, 0.10, 0.83, 0.42, 0.42], "e_tot_ha": -747.550467, "e_above_lowest_kj_mol": 17.5, "orbital_gap_ev": 9.027, "lumo_energy_ev": -2.13, "molar_mass_g_mol": 178.06}

[11]
{"formula": "C2H2N5O8", "method": "ωB97M-V/def2-TZVPD", "species": ["O", "O", "O", "O", "O", "O", "O", "O", "N", "N", "N", "N", "N", "C", "C", "H", "H"], "positions_angstrom": [[-2.178, 2.224, 0.540], [2.506, 1.118, -1.281], [3.339, -0.030, 0.861], [-3.554, 0.258, -0.272], [1.647, -0.711, 2.028], [-0.019, 2.055, 0.304], [0.812, 0.003, -2.114], [-2.636, -1.637, 0.036], [-1.157, 1.591, 0.348], [2.215, -0.411, 1.040], [1.386, -0.382, -0.081], [-2.537, -0.410, -0.105], [1.665, 0.265, -1.290], [0.102, -1.044, 0.019], [-1.354, 0.281, 0.000], [-0.171, -1.521, 0.922], [-0.066, -1.649, -0.956]], "nbo_charge": [-0.43, -0.33, -0.37, -0.44, -0.36, -0.52, -0.36, -0.51, 0.45, 0.67, -0.19, 0.44, 0.66, -0.27, 0.06, 0.26, 0.25], "e_tot_ha": -952.675874, "total_charge": -1, "e_above_lowest_kj_mol": 0.0, "orbital_gap_ev": 7.415, "lumo_energy_ev": 2.47, "molar_mass_g_mol": 224.07}

[12]
{"formula": "C2H2N6", "method": "ωB97M-V/def2-TZVPD", "species": ["N", "N", "N", "N", "N", "N", "C", "C", "H", "H"], "positions_angstrom": [[0.871, 1.634, -1.297], [-0.501, 1.128, 0.708], [0.339, -1.624, 0.290], [-0.663, -0.228, -1.248], [-0.545, -1.410, -0.817], [-0.320, 0.260, 1.577], [0.042, 0.940, -0.602], [0.496, -0.846, 1.276], [1.330, 2.314, -0.613], [1.174, -1.198, 2.080]], "nbo_charge": [-0.56, -0.12, -0.28, -0.15, 0.06, -0.11, 0.41, 0.17, 0.36, 0.21], "e_tot_ha": -405.771556, "e_above_lowest_kj_mol": 221.8, "orbital_gap_ev": 8.560, "lumo_energy_ev": -1.36, "molar_mass_g_mol": 110.08}

[13]
{"formula": "C2H2NO2", "method": "ωB97M-V/def2-TZVPD", "species": ["O", "O", "N", "C", "C", "H", "H"], "positions_angstrom": [[-1.056, -0.708, -0.563], [-0.735, -0.767, 0.811], [0.647, 0.600, -0.179], [0.256, 0.020, 0.944], [-0.192, 0.115, -1.067], [1.254, 0.385, 2.178], [-0.174, 0.356, -2.123]], "nbo_charge": [-0.06, -0.09, -0.48, 0.46, 0.47, 0.41, 0.29], "e_tot_ha": -282.147177, "total_charge": 1, "e_above_lowest_kj_mol": 533.2, "orbital_gap_ev": 11.571, "lumo_energy_ev": -6.72, "molar_mass_g_mol": 72.04}

[14]
{"formula": "C2H2NO2S", "method": "ωB97M-V/def2-TZVPD", "species": ["S", "O", "O", "N", "C", "C", "H", "H"], "positions_angstrom": [[-1.013, 0.817, -1.166], [-1.824, 1.664, -0.230], [-1.896, 0.048, -2.103], [0.227, -0.636, 1.128], [1.481, -0.376, 0.729], [1.379, -1.733, 0.623], [2.049, 0.507, 0.706], [-0.402, -0.290, 0.313]], "nbo_charge": [1.33, -0.94, -0.94, -0.57, -0.23, -0.08, 0.17, 0.26], "e_tot_ha": -680.687594, "total_charge": -1, "e_above_lowest_kj_mol": 576.6, "orbital_gap_ev": [7.854, 5.708], "lumo_energy_ev": [3.67, 2.82], "molar_mass_g_mol": 104.11}

[15]
{"formula": "C2H2NO3", "method": "ωB97M-V/def2-TZVPD", "species": ["O", "O", "O", "N", "C", "C", "H", "H"], "positions_angstrom": [[-2.071, -0.758, -1.009], [-1.640, -1.438, 1.166], [2.208, 1.421, -0.353], [0.371, -0.092, -0.136], [-1.449, -0.892, 0.040], [1.264, 0.898, 0.260], [0.324, -0.477, -1.114], [0.994, 1.339, 1.147]], "nbo_charge": [-0.66, -0.68, -0.71, -0.87, 0.99, 0.50, 0.36, 0.08], "e_tot_ha": -357.933607, "total_charge": -1, "e_above_lowest_kj_mol": 172.1, "orbital_gap_ev": 8.991, "lumo_energy_ev": 4.17, "molar_mass_g_mol": 88.04}

[16]
{"formula": "C2H2NO3", "method": "ωB97M-V/def2-TZVPD", "species": ["O", "O", "O", "N", "C", "C", "H", "H"], "positions_angstrom": [[-2.558, 1.817, 0.626], [-2.461, -1.535, 0.769], [-3.104, -0.272, -1.007], [-2.039, 0.828, 0.167], [-2.615, -0.559, 0.096], [0.910, 0.231, -0.170], [0.865, -0.584, 0.534], [-0.222, 0.552, -0.220]], "nbo_charge": [-0.40, -0.69, -0.67, 0.02, 0.80, -0.26, 0.06, 0.14], "e_tot_ha": -357.683759, "total_charge": -1, "e_above_lowest_kj_mol": 828.0, "orbital_gap_ev": [6.354, 6.335], "lumo_energy_ev": [2.90, 2.90], "molar_mass_g_mol": 88.04}

[17]
{"formula": "C2H2NO4", "method": "ωB97M-V/def2-TZVPD", "species": ["O", "O", "O", "O", "N", "C", "C", "H", "H"], "positions_angstrom": [[1.413, 0.825, -0.737], [-3.698, -0.121, 0.692], [0.578, -1.083, 0.299], [2.668, -0.444, 0.700], [-1.661, 0.171, -0.358], [1.580, -0.270, 0.182], [-2.637, -0.088, 0.245], [2.276, 1.188, -0.869], [-0.519, -0.179, -0.153]], "nbo_charge": [-0.77, -0.62, -0.77, -0.74, -0.79, 0.96, 0.78, 0.47, 0.47], "e_tot_ha": -433.234889, "total_charge": -1, "e_above_lowest_kj_mol": 38.4, "orbital_gap_ev": 9.203, "lumo_energy_ev": 3.87, "molar_mass_g_mol": 104.04}

[18]
{"formula": "C2H2NOS2", "method": "ωB97M-V/def2-TZVPD", "species": ["S", "S", "O", "N", "C", "C", "H", "H"], "positions_angstrom": [[2.687, -0.271, -1.175], [0.298, 2.069, -2.050], [1.554, 3.012, 0.102], [0.196, -0.080, 0.263], [1.253, 2.098, -0.629], [1.511, 0.663, -0.585], [-0.608, 0.494, 0.030], [0.098, -0.977, -0.199]], "nbo_charge": [-0.12, -0.36, -0.60, -0.86, 0.26, -0.03, 0.36, 0.35], "e_tot_ha": -1003.805252, "total_charge": -1, "e_above_lowest_kj_mol": 119.6, "orbital_gap_ev": 7.450, "lumo_energy_ev": 3.55, "molar_mass_g_mol": 120.18}

[19]
{"formula": "C2H2NiO4", "method": "ωB97M-V/def2-TZVPD", "species": ["Ni", "O", "O", "O", "O", "C", "C", "H", "H"], "positions_angstrom": [[0.895, -2.155, 0.161], [0.476, -0.246, -0.010], [0.087, 2.244, -0.206], [2.209, 1.518, -0.345], [-0.982, -1.951, 0.271], [-0.916, -0.592, 0.126], [1.007, 1.459, -0.223], [-1.323, -0.045, 1.004], [-1.453, -0.232, -0.778]], "nbo_charge": [0.68, -0.87, -0.68, -0.67, -0.92, 0.22, 1.03, 0.11, 0.11], "s_squared": 3.76, "e_tot_ha": -1886.660343, "total_charge": -1, "e_above_lowest_kj_mol": 82.7, "orbital_gap_ev": [7.013, 9.163], "lumo_energy_ev": [4.15, 3.61], "multiplicity": 4, "molar_mass_g_mol": 148.73}

[20]
{"formula": "C2H2O2", "method": "ωB97M-V/def2-TZVPD", "species": ["O", "O", "C", "C", "H", "H"], "positions_angstrom": [[-1.590, -0.209, 1.112], [-0.497, 0.586, -0.834], [0.613, -0.071, -0.099], [-0.709, 0.004, 0.310], [1.270, 0.710, 0.168], [0.912, -1.021, -0.656]], "nbo_charge": [-0.53, -0.44, -0.21, 0.75, 0.22, 0.21], "e_tot_ha": -227.825679, "e_above_lowest_kj_mol": 58.1, "orbital_gap_ev": 11.543, "lumo_energy_ev": 0.80, "molar_mass_g_mol": 58.04}